[1]
C3H8Si2 in the gas phase. Source: OMol25; level of theory: wB97M-V/def2-TZVPD.

```
13
Properties=species:S:1:pos:R:3
C -0.99 -0.84 -0.69
C -0.37 -1.56 0.35
Si 0.92 -0.75 1.40
Si 0.71 1.49 0.01
C -0.79 0.58 -0.95
H -1.71 -1.27 -1.36
H -0.58 -2.69 0.34
H 0.81 -0.60 2.98
H 2.39 -0.84 1.13
H 1.71 1.78 -0.95
H 0.27 2.72 0.69
H -0.77 0.76 -2.14
H -1.59 1.21 -0.79
```

Summary:
SMILES string: C1=C[SiH2][SiH2]C1
E_HOMO in eV: -8.512
Energy relative to the best compared isomer or geometry (same formula, charge and spin) in kcal/mol: 24.55
Net charge: 0
Kohn-Sham gap in hartree: 0.34288

Atomic partial charges in e from the natural (NBO) method, atoms 1 to 4: number 1, C, carries -0.08; number 2, C, carries -0.73; number 3, Si, carries 0.68; number 4, Si, carries 0.63


[2]
2 unconnected molecules or ions with the total composition C2H9N. Source: OMol25; level of theory: wB97M-V/def2-TZVPD.

```
12
Properties=species:S:1:pos:R:3
C -1.18 -2.48 -0.39
C -1.49 -1.13 -1.01
H -1.06 -2.44 0.76
H -0.17 -2.92 -0.78
H -1.86 -3.20 -0.57
H -1.37 -0.11 -0.44
H -0.96 -0.82 -2.05
H -2.51 -1.17 -1.26
N 2.81 3.66 1.32
H 1.88 3.64 0.89
H 3.32 2.85 1.39
H 2.59 4.11 2.15
```

Summary:
SMILES string: CC.N
E_HOMO in eV: -9.859
Energy relative to the best compared isomer or geometry (same formula, charge and spin) in kcal/mol: 25.21
Net charge: 0
Kohn-Sham gap in hartree: 0.40027

Atomic partial charges in e from the natural (NBO) method, atoms 1 to 4: number 1, C, carries -0.61; number 2, C, carries -0.62; number 3, H, carries 0.21; number 4, H, carries 0.20


[3]
2 unconnected molecules or ions with the total composition C4H11N3. Source: OMol25; level of theory: wB97M-V/def2-TZVPD.

```
18
Properties=species:S:1:pos:R:3
H 2.37 1.79 0.51
N 1.55 1.29 0.86
C 0.83 0.89 -0.15
N -0.48 0.42 -0.03
C -1.45 0.72 -1.08
C -1.06 0.22 1.29
H 1.07 1.21 -1.17
H -1.93 1.69 -0.91
H -2.22 -0.06 -1.10
H -0.97 0.73 -2.07
H -0.30 -0.10 2.01
H -1.52 1.14 1.66
H -1.82 -0.57 1.25
C 1.59 -1.75 -0.19
N 0.51 -2.08 -0.86
H 2.57 -1.87 -0.66
H 1.55 -1.56 0.89
H -0.30 -2.09 -0.24
```

Summary:
SMILES string: [H]/N=C/N(C)C.C=N
E_HOMO in eV: -8.637
Energy relative to the best compared isomer or geometry (same formula, charge and spin) in kcal/mol: 63.21
Net charge: 0
Kohn-Sham gap in hartree: 0.35168

Atomic partial charges in e from the natural (NBO) method, atoms 1 to 4: number 1, H, carries 0.35; number 2, N, carries -0.73; number 3, C, carries 0.29; number 4, N, carries -0.46


[4]
12 unconnected molecules or ions with the total composition C20H41NO16. Source: OMol25; level of theory: wB97M-V/def2-TZVPD.

```
78
Properties=species:S:1:pos:R:3
C -1.45 0.66 2.47
C -1.54 0.05 1.26
C -0.80 0.45 -0.04
C 0.72 0.85 0.27
C 1.68 -0.38 0.18
O 1.62 -1.36 0.88
O 2.72 -0.30 -0.76
O -0.59 -0.65 -0.98
C -0.42 -0.11 -2.25
O -0.11 -0.71 -3.24
O -0.59 1.28 -2.22
C -1.41 1.48 -1.02
C -2.89 1.32 -1.58
C -3.68 0.08 -1.12
C -3.60 -1.24 -1.74
C -4.43 -2.35 -1.27
C -5.38 -2.21 -0.15
C -5.45 -0.88 0.48
C -4.63 0.23 0.01
C -4.79 1.60 0.74
C -1.28 3.00 -0.76
C -1.43 3.66 0.53
C -1.32 5.09 0.77
N -1.08 5.95 -0.26
C -0.96 5.37 -1.48
C -1.02 3.96 -1.86
H -2.23 0.54 3.26
H -0.56 1.27 2.79
H -2.18 -0.88 1.20
H 1.10 1.63 -0.42
H 0.84 1.26 1.31
H 2.38 -0.47 -1.65
H -2.82 1.31 -2.70
H -3.46 2.26 -1.35
H -2.94 -1.43 -2.61
H -4.40 -3.36 -1.75
H -6.02 -3.05 0.18
H -6.19 -0.79 1.31
H -5.33 2.31 0.05
H -5.38 1.46 1.67
H -3.77 2.01 0.92
H -1.66 3.01 1.41
H -1.46 5.50 1.79
H -0.80 6.08 -2.32
H -0.90 3.66 -2.92
O 5.33 -1.36 -0.29
H 5.18 -2.25 0.05
H 4.44 -1.01 -0.43
O 1.75 2.76 3.03
H 2.19 2.86 2.17
H 2.20 2.01 3.43
O -3.43 -2.00 2.60
H -3.32 -2.32 3.51
H -2.91 -2.61 2.07
O 1.35 -0.32 3.70
H 1.47 -0.64 4.60
H 1.87 -0.93 3.17
O 6.59 -1.68 -3.04
H 6.62 -2.63 -3.18
H 6.25 -1.58 -2.14
O -6.64 -3.19 2.55
H -6.85 -4.13 2.61
H -5.68 -3.16 2.53
O 2.72 -3.34 3.07
H 2.21 -2.72 2.54
H 3.63 -3.11 2.89
O 9.10 -3.69 -3.22
H 8.97 -2.75 -3.05
H 8.43 -3.91 -3.88
O 7.30 -3.35 -5.33
H 7.16 -2.40 -5.18
H 6.64 -3.58 -5.99
O 1.15 2.90 -3.91
H 0.74 2.05 -3.72
H 1.73 2.72 -4.66
O 3.65 -0.95 5.47
H 3.44 -1.89 5.52
H 4.61 -0.93 5.47
```

Summary:
SMILES string: C=C[C@@]1(CC(=O)O)OC(=O)O[C@]1(Cc1ccccc1C)c1ccncc1.O.O.O.O.O.O.O.O.O.O.O
E_HOMO in eV: -8.880
Energy relative to the best compared isomer or geometry (same formula, charge and spin) in kcal/mol: 25.82
Net charge: 0
Kohn-Sham gap in hartree: 0.32378

Atomic partial charges in e from the Löwdin method, atoms 1 to 4: number 1, C, carries 0.04; number 2, C, carries -0.05; number 3, C, carries -0.26; number 4, C, carries 0.03